Entry i
{
  "formula": "C4H14N2",
  "method": "ωB97M-V with the def2-TZVPD basis set",
  "smiles": "CCN.CCN",
  "homo_energy_ev": -8.96,
  "charge": 0,
  "elements": ["N", "N", "C", "C", "C", "C", "H", "H", "H", "H", "H", "H", "H", "H", "H", "H", "H", "H", "H", "H"],
  "coordinates": [[-1.96666, -3.44953, 0.70587], [0.13252, 2.12784, -0.92225], [-0.93258, -1.14619, 0.66931], [-1.95138, -2.13050, 0.07956], [1.53214, 1.70360, -1.00927], [2.32309, 2.18794, 0.19382], [2.42406, 3.27844, 0.19257], [-1.06725, -3.88762, 0.85056], [1.98891, 1.88348, 1.18415], [-2.96781, -1.80086, 0.15590], [-0.11557, -1.64937, 1.19544], [0.08134, 3.12129, -0.73232], [2.04943, 2.12528, -1.87768], [-1.43320, -0.55619, 1.44493], [-0.38511, 1.87209, -1.74997], [1.51282, 0.61345, -1.03592], [-1.72498, -2.25572, -0.98026], [-0.43525, -0.50239, -0.02664], [-2.41316, -3.38397, 1.61335], [3.34868, 1.84894, 0.04886]]
}



Entry ii
{
  "formula": "C4H14N2",
  "method": "ωB97M-V with the def2-TZVPD basis set",
  "smiles": "CCN.CNC",
  "homo_energy_ev": -7.88,
  "charge": 0,
  "elements": ["N", "N", "C", "C", "C", "C", "H", "H", "H", "H", "H", "H", "H", "H", "H", "H", "H", "H", "H", "H"],
  "coordinates": [[2.64430, -0.29707, -2.13131], [-2.84168, 1.22684, 1.38618], [-3.36961, -0.95341, 2.57586], [3.47403, 0.49877, -2.97690], [-2.34331, -0.18972, 1.77118], [2.31787, 0.07031, -0.86200], [-2.78322, 1.43281, 0.44725], [2.29994, 1.15229, -0.92994], [-4.37267, -0.90154, 2.29254], [2.78402, -1.25031, -2.38560], [1.44064, -0.39024, -0.49265], [3.18112, -0.23903, -0.24663], [4.04300, 1.16564, -2.29172], [-1.28023, 0.00170, 2.31520], [-3.04006, -1.97342, 2.65690], [2.94043, 0.85325, -3.85562], [-2.09627, -0.77436, 0.90945], [-3.76738, 1.18684, 1.65076], [4.16043, -0.11047, -3.50135], [-3.39133, -0.50887, 3.66841]]
}



Entry iii
{
  "formula": "C4H14N2",
  "method": "ωB97M-V with the def2-TZVPD basis set",
  "smiles": "CCN.CCN",
  "homo_energy_ev": -9.43,
  "charge": 0,
  "elements": ["N", "N", "C", "C", "C", "C", "H", "H", "H", "H", "H", "H", "H", "H", "H", "H", "H", "H", "H", "H"],
  "coordinates": [[1.31013, 0.05294, -2.40131], [-1.94708, 0.38617, 0.79301], [1.17342, -0.69446, -1.13103], [-0.99714, 1.46416, 1.10258], [-0.79474, 1.47060, 2.62371], [1.16528, -2.20196, -1.33920], [-1.52221, -0.50565, 1.05380], [-0.00423, 1.36306, 0.65382], [0.60236, 0.78053, -2.44480], [-1.67633, 1.81170, 3.16114], [0.29242, -2.50804, -1.91675], [-1.46660, 2.39486, 0.78513], [1.03236, -0.57397, -3.15576], [-0.59047, 0.44207, 2.93341], [0.06703, 2.07230, 2.91326], [-2.08148, 0.31077, -0.20242], [2.06505, -2.48974, -1.89088], [0.21263, -0.42694, -0.68643], [1.97817, -0.40631, -0.45666], [1.18145, -2.74209, -0.39463]]
}



What should be chosen as the most stable of them? Choose entry iii.



Entry i
{
  "formula": "C7H7N",
  "method": "ωB97M-V with the def2-TZVPD basis set",
  "homo_energy_ev": -10.24,
  "charge": 0,
  "elements": ["N", "C", "C", "C", "C", "C", "C", "C", "H", "H", "H", "H", "H", "H", "H"],
  "coordinates": [[3.05164, -1.63000, 0.48842], [1.80388, 0.54413, 0.78614], [-0.87196, -0.88065, -0.09157], [2.17743, 1.26115, -0.59432], [0.80041, 0.83855, -0.34637], [0.13699, -0.32072, -1.14696], [2.55384, -0.66432, 0.76774], [3.43270, 1.23869, -0.48270], [0.95716, -0.98112, -1.33323], [0.21124, 1.67087, -0.15562], [-0.36704, -0.92218, 0.85531], [-0.40162, 0.18676, -1.98928], [1.77380, 1.20669, 1.56487], [-1.30479, -1.80673, -0.46392], [-1.68586, -0.06934, -0.01042]]
}



Entry ii
{
  "formula": "C7H7N",
  "method": "ωB97M-V with the def2-TZVPD basis set",
  "homo_energy_ev": -8.30,
  "charge": 0,
  "elements": ["N", "C", "C", "C", "C", "C", "C", "C", "H", "H", "H", "H", "H", "H", "H"],
  "coordinates": [[-0.47427, 1.94519, -2.68803], [0.73105, -0.57137, 0.69190], [-0.51180, 1.28720, -1.69465], [-0.19081, 0.42997, 1.30412], [-0.37744, 1.73442, 0.44750], [-1.45107, 0.71257, 0.47516], [-0.82124, 0.30123, -0.80454], [0.15132, -0.78567, -0.69478], [0.34273, 2.71023, -2.79376], [-0.11571, -1.87831, -0.59230], [-2.54762, 0.50285, 0.80561], [0.84170, -0.61838, -1.48051], [1.76423, -0.20909, 0.59631], [0.70974, -1.50713, 1.25512], [-0.17317, 0.51777, 2.37030]]
}



What should be chosen as the most stable of them? Choose entry i.